No. 1
# C7H39NO13

A cluster of 14 separate species, C7H39NO13 in total (ωB97M-V/def2-TZVPD, the OMol25 dataset).

Results
HOMO energy: -8.21 eV
Frontier orbital gap: 0.3049 Eh
2S+1: 1
Net charge: 0

Last column: natural (NBO) charge in e.
Atoms and positions in Å:
C1 -0.357 -1.789 -1.989  -0.223
C2 0.354 -1.284 -0.748  -0.483
C3 -0.562 -1.021 0.383  -0.014
C4 -0.608 -1.834 1.443  -0.194
C5 0.126 -3.027 1.912  -0.210
C6 0.806 -3.848 1.117  -0.375
C7 -1.394 0.220 0.275  -0.630
N1 0.404 -1.400 -3.244  -0.905
H1 -1.409 -1.481 -2.087  0.186
H2 -0.628 -2.860 -2.053  0.190
H3 0.787 -0.311 -1.062  0.194
H4 1.230 -1.881 -0.601  0.252
H5 -1.472 -1.651 2.178  0.184
H6 0.077 -3.221 2.998  0.207
H7 1.093 -3.715 0.076  0.205
H8 1.258 -4.672 1.647  0.195
H9 -0.971 1.133 -0.205  0.194
H10 -2.205 -0.003 -0.419  0.235
H11 -1.575 0.629 1.242  0.203
H12 0.129 -1.926 -4.066  0.372
H13 0.265 -0.406 -3.345  0.387
H14 3.658 0.759 -2.122  0.489
H15 2.095 0.180 -2.284  0.517
O1 2.765 0.672 -1.798  -1.002
H16 -0.424 4.076 2.511  0.488
H17 0.888 3.678 1.755  0.491
O2 0.285 4.424 1.934  -0.997
H18 -0.239 2.111 -3.172  0.496
H19 -0.224 1.287 -1.755  0.492
O3 0.253 1.636 -2.504  -0.984
H20 3.702 3.447 0.193  0.489
H21 3.375 2.167 -0.657  0.512
O4 3.669 2.486 0.194  -0.952
H22 3.829 -2.645 1.882  0.487
H23 3.922 -2.459 0.279  0.479
O5 4.035 -3.034 1.034  -0.965
H24 2.303 1.779 2.869  0.466
H25 2.728 2.134 1.418  0.502
O6 1.929 2.088 2.036  -1.011
H26 -3.169 0.819 -3.105  0.479
H27 -2.831 1.359 -1.672  0.503
O7 -2.475 1.227 -2.582  -0.980
H28 2.164 -2.503 -2.587  0.485
H29 1.434 -3.769 -2.301  0.461
O8 2.285 -3.352 -2.135  -0.948
H30 -2.559 3.093 1.743  0.507
H31 -1.477 2.147 2.492  0.483
O9 -2.026 2.935 2.528  -0.976
H32 -1.625 3.531 -1.233  0.491
H33 -1.035 3.418 0.268  0.504
O10 -1.820 3.392 -0.303  -0.994
H34 -3.627 -0.265 3.326  0.473
H35 -3.925 0.917 2.548  0.472
O11 -4.091 -0.035 2.500  -0.943
H36 -5.043 0.021 0.228  0.498
H37 -5.310 -0.490 -1.247  0.477
O12 -4.857 0.165 -0.707  -0.971
H38 1.810 -0.744 1.633  0.486
H39 2.292 -0.881 3.042  0.464
O13 1.988 -1.424 2.297  -0.936

=====

No. 2
# C29H23BiF6N4O9PS3

A structure of composition C29H23BiF6N4O9PS3 (ωB97M-V/def2-TZVPD, the OMol25 dataset).

Results
HOMO energy (alpha / beta): -9.66 / -9.66 eV
Expectation value of S²: 0.757
Frontier orbital gap (alpha / beta): 0.2795 / 0.2044 Eh
2S+1: 2
Net charge: 0

Last column: Löwdin spin population.
Atoms and positions in Å:
Bi1 -0.704 -1.971 0.117  0.000
C1 -4.317 -1.044 -2.045  0.000
C2 -4.106 -1.601 -0.663  0.000
C3 -3.939 -0.763 0.438  0.000
C4 -3.810 -1.279 1.724  0.000
C5 -3.835 -2.652 1.918  0.000
C6 -3.972 -3.500 0.827  0.000
C7 -4.110 -2.978 -0.451  0.000
H1 -5.356 -1.177 -2.352  0.000
H2 -3.690 -1.552 -2.775  0.000
H3 -4.098 0.024 -2.077  0.000
H4 -3.954 0.311 0.288  0.000
H5 -3.708 -0.613 2.571  0.000
H6 -3.764 -3.060 2.918  0.000
H7 -3.979 -4.571 0.971  0.000
H8 -4.227 -3.643 -1.296  0.000
O1 3.007 -4.438 1.844  0.000
S1 2.231 -3.349 1.378  0.000
O2 2.881 -2.838 0.034  0.000
O3 0.838 -3.624 1.080  0.000
C8 2.442 -1.955 2.437  0.000
C9 3.427 -1.013 2.153  0.000
C10 3.655 0.025 3.042  0.000
C11 2.918 0.114 4.212  0.000
C12 1.943 -0.826 4.506  0.000
C13 1.702 -1.859 3.616  0.000
S2 -0.865 -2.280 3.518  0.000
O4 -1.248 -1.361 4.569  0.000
O5 0.731 -2.777 3.873  0.000
O6 -0.548 -1.427 2.276  0.000
H9 4.025 -1.091 1.259  0.000
H10 4.420 0.757 2.822  0.000
H11 3.107 0.922 4.907  0.000
H12 1.351 -0.770 5.408  0.000
N1 1.177 -1.256 -0.587  0.000
C14 2.271 -1.796 -0.773  0.000
C15 3.230 -1.472 -1.857  0.000
C16 2.707 -0.947 -3.035  0.000
C17 3.557 -0.618 -4.077  0.000
C18 4.926 -0.801 -3.940  0.000
C19 5.448 -1.329 -2.768  0.000
C20 4.600 -1.677 -1.728  0.000
H13 1.636 -0.837 -3.132  0.000
H14 3.150 -0.234 -5.002  0.000
H15 5.588 -0.545 -4.757  0.000
H16 6.514 -1.482 -2.667  0.000
H17 5.003 -2.113 -0.825  0.000
F1 -1.490 -4.140 -1.720  0.000
P1 -0.801 -3.507 -3.065  0.000
F2 -1.165 -1.971 -2.429  0.000
F3 -0.449 -4.949 -3.607  0.000
F4 -0.096 -2.780 -4.293  0.000
F5 -2.223 -3.491 -3.790  0.000
F6 0.587 -3.437 -2.207  0.000
O7 -2.407 7.894 2.168  0.298
S3 -1.015 7.626 2.528  0.091
O8 -0.771 6.612 3.498  0.045
O9 -0.059 8.668 2.337  0.072
C21 -0.919 6.649 0.706  0.286
N2 -0.746 7.435 -0.306  0.073
C22 -0.541 6.760 -1.442  0.015
C23 -0.554 5.372 -1.483  0.003
C24 -0.789 4.682 -0.301  0.020
N3 -0.989 5.377 0.834  0.092
C25 -0.851 3.202 -0.190  0.001
C26 -0.802 2.378 -1.311  0.000
C27 -0.850 1.011 -1.135  0.000
N4 -0.956 0.456 0.075  0.000
C28 -1.011 1.235 1.156  0.000
C29 -0.961 2.614 1.063  0.000
H18 -0.375 7.350 -2.334  0.001
H19 -0.398 4.865 -2.420  0.003
H20 -0.730 2.768 -2.314  0.000
H21 -0.800 0.335 -1.980  0.000
H22 -1.087 0.728 2.109  0.000
H23 -1.004 3.222 1.955  0.000

=====

No. 3
# C8H11NSi

The molecule C8H11NSi (ωB97M-V/def2-TZVPD, the OMol25 dataset).

Results
HOMO energy (alpha / beta): -9.07 / -9.07 eV
Frontier orbital gap (alpha / beta): 0.3201 / 0.3201 Eh
2S+1: 1
Structure (SMILES): [H]/N=[SiH]\CCc1ccccc1
Net charge: 0

Last column: natural (NBO) charge in e.
Atoms and positions in Å:
H1 3.621 -1.174 -0.155  0.315
N1 3.043 -1.951 -0.483  -1.165
Si1 1.765 -1.375 0.519  1.370
C1 2.045 0.540 0.567  -0.857
C2 0.871 1.536 -0.098  -0.405
C3 -0.431 0.817 -0.180  -0.059
C4 -0.858 0.307 0.966  -0.222
C5 -1.949 -0.511 0.974  -0.204
C6 -2.745 -0.909 -0.169  -0.206
C7 -2.390 -0.152 -1.337  -0.200
C8 -1.197 0.562 -1.236  -0.208
H2 0.399 -2.045 0.623  -0.157
H3 2.693 0.657 -0.211  0.236
H4 2.285 0.853 1.596  0.236
H5 1.503 1.718 -0.980  0.224
H6 0.950 2.440 0.543  0.228
H7 -0.043 0.486 1.684  0.213
H8 -2.187 -1.007 1.834  0.201
H9 -3.658 -1.487 0.020  0.227
H10 -2.811 -0.483 -2.336  0.227
H11 -0.907 1.177 -2.141  0.206

=====

No. 4
# C2H4

A cluster of 3 separate species, C2H4 in total (ωB97M-V/def2-TZVPD, the OMol25 dataset).

Results
HOMO energy: -10.63 eV
Frontier orbital gap: 0.3488 Eh
2S+1: 1
Net charge: 0

Last column: natural (NBO) charge in e.
Atoms and positions in Å:
C1 0.761 0.088 -0.641  -0.718
C2 -0.428 0.069 -1.267  0.132
H1 1.074 0.177 -1.778  0.288
H2 1.106 1.403 0.214  0.298
H3 -0.981 -1.108 1.845  0.005
H4 -1.532 -0.629 1.627  -0.005

=====

No. 5
# C4H12IN2O

A structure of composition C4H12IN2O (ωB97M-V/def2-TZVPD, the OMol25 dataset).

Results
HOMO energy: -13.13 eV
Frontier orbital gap: 0.3322 Eh
2S+1: 1
Net charge: +1

Last column: natural (NBO) charge in e.
Atoms and positions in Å:
C1 1.813 -2.472 0.132  -0.613
C2 -0.008 2.720 0.150  -0.418
C3 0.649 -1.726 -0.480  -0.249
C4 -1.125 0.479 -0.194  0.441
N1 0.395 -0.620 0.398  -0.570
N2 -1.034 1.721 0.685  -0.586
O1 -1.093 0.864 -1.444  -0.716
I1 -2.978 -0.700 0.312  0.107
H1 2.603 -1.863 0.563  0.230
H2 1.516 -3.091 0.940  0.218
H3 2.160 -3.127 -0.612  0.233
H4 -0.315 3.585 0.641  0.229
H5 1.008 2.369 0.243  0.260
H6 -0.096 3.030 -0.836  0.249
H7 0.817 -1.392 -1.481  0.200
H8 -0.316 -2.433 -0.412  0.177
H9 -0.156 -0.972 1.164  0.343
H10 -0.644 1.293 1.541  0.463
H11 -1.991 2.128 0.826  0.462
H12 -1.205 0.209 -2.137  0.539

=====

No. 6
# C2H5NO

A cluster of 2 separate species, C2H5NO in total (ωB97M-V/def2-TZVPD, the OMol25 dataset).

Results
HOMO energy: -9.72 eV
Frontier orbital gap: 0.3961 Eh
2S+1: 1
Structure (SMILES): C=N.C=O
Net charge: 0

Last column: natural (NBO) charge in e.
Atoms and positions in Å:
C1 0.068 -0.207 1.413  -0.035
N1 0.850 -0.588 0.491  -0.612
H1 -0.952 0.085 1.147  0.176
H2 0.344 -0.140 2.471  0.152
H3 1.769 -0.836 0.863  0.340
C2 -0.512 0.417 -1.594  0.294
O1 -1.665 0.093 -1.445  -0.538
H4 -0.104 1.344 -1.145  0.104
H5 0.202 -0.168 -2.200  0.117

=====

No. 7
# C5H10OS

The molecule C5H10OS (ωB97M-V/def2-TZVPD, the OMol25 dataset).

Results
HOMO energy: -8.46 eV
Frontier orbital gap: 0.3474 Eh
2S+1: 1
Structure (SMILES): CSCCCC=O
Net charge: 0

Last column: natural (NBO) charge in e.
Atoms and positions in Å:
C1 -0.413 3.073 0.172  -0.745
S1 0.605 1.828 -0.651  0.176
C2 0.414 0.457 0.497  -0.542
C3 1.096 -0.911 0.005  -0.398
C4 0.110 -1.614 -0.948  -0.513
C5 -0.907 -2.449 -0.112  0.414
O1 -0.992 -2.270 1.085  -0.552
H1 -0.180 3.075 1.263  0.224
H2 -1.472 2.746 0.000  0.212
H3 -0.347 4.003 -0.365  0.235
H4 0.973 0.638 1.418  0.210
H5 -0.664 0.309 0.754  0.219
H6 2.030 -0.616 -0.442  0.217
H7 1.273 -1.553 0.862  0.232
H8 0.634 -2.302 -1.631  0.230
H9 -0.603 -0.973 -1.538  0.241
H10 -1.556 -3.442 -0.369  0.141

=====

No. 8
# C4H18O5

A cluster of 5 separate species, C4H18O5 in total (ωB97M-V/def2-TZVPD, the OMol25 dataset).

Results
HOMO energy: -10.25 eV
Frontier orbital gap: 0.3894 Eh
2S+1: 1
Structure (SMILES): CCO.CCO.O.O.O
Net charge: 0

Last column: natural (NBO) charge in e.
Atoms and positions in Å:
C1 3.110 2.501 1.426  -0.628
C2 3.882 3.108 2.524  -0.066
O1 3.907 4.549 2.414  -0.728
H1 3.661 2.511 0.486  0.206
H2 2.154 3.001 1.273  0.206
H3 2.954 1.443 1.637  0.211
H4 4.908 2.740 2.528  0.179
H5 3.336 2.906 3.446  0.158
H6 3.112 4.868 2.848  0.461
C3 -4.572 -0.633 -4.093  -0.628
C4 -3.309 -0.410 -3.337  -0.063
O2 -3.582 -0.097 -1.996  -0.716
H7 -5.103 0.312 -4.204  0.195
H8 -5.253 -1.372 -3.672  0.217
H9 -4.277 -0.854 -5.119  0.207
H10 -2.711 0.354 -3.832  0.155
H11 -2.716 -1.322 -3.406  0.168
H12 -3.920 0.801 -1.974  0.464
O3 -0.744 -2.714 1.359  -0.944
H13 -1.263 -2.204 0.737  0.471
H14 -0.078 -3.143 0.821  0.472
O4 2.735 -3.975 -1.666  -0.936
H15 2.829 -4.851 -2.040  0.469
H16 2.387 -3.445 -2.383  0.467
O5 -0.586 -1.043 5.615  -0.940
H17 -0.066 -1.791 5.907  0.467
H18 -0.797 -1.238 4.702  0.473

=====

No. 9
# C27H53BBrClI2NO5P

A cluster of 4 separate species, C27H53BBrClI2NO5P in total (ωB97M-V/def2-TZVPD, the OMol25 dataset).

Results
HOMO energy: -9.56 eV
Frontier orbital gap: 0.3296 Eh
2S+1: 1
Structure (SMILES): CB(O)[C@@H]1[C@@](Br)(OC#N)OC(=O)[C@@]1([C@@H](I)[C@H](C)I)P(O)Cl.CCCCCC.CCCCCC.CCCCCC
Net charge: 0

Last column: Mulliken charge in e.
Atoms and positions in Å:
C1 2.716 5.843 -0.972  -1.051
B1 2.372 4.625 -0.042  0.925
O1 2.707 4.695 1.315  -0.519
C2 1.695 3.246 -0.493  -0.951
C3 1.538 2.881 -1.963  0.207
Br1 0.839 4.233 -3.189  -0.050
O2 2.739 2.298 -2.480  -0.401
C4 2.707 1.999 -3.752  0.606
N1 2.784 1.569 -4.816  -0.471
O3 0.577 1.849 -1.981  -0.336
C5 0.275 1.458 -0.697  -0.854
O4 0.047 0.345 -0.376  -0.348
C6 0.364 2.751 0.168  3.120
C7 -0.930 3.587 -0.125  -1.614
I1 -2.565 2.368 -0.907  0.059
C8 -1.468 4.389 1.073  -0.062
C9 -2.943 4.823 1.024  -1.714
I2 -0.322 6.226 1.281  0.146
P1 0.481 2.002 1.915  0.026
O5 0.858 3.239 2.915  -0.477
Cl1 2.287 0.982 1.835  -0.260
H1 1.800 6.362 -1.253  0.321
H2 3.425 6.511 -0.485  0.262
H3 3.190 5.488 -1.893  0.385
H4 3.567 4.268 1.443  0.276
H5 2.454 2.516 -0.163  0.112
H6 -0.722 4.287 -0.929  0.492
H7 -1.335 3.872 2.018  0.525
H8 -3.051 5.660 1.715  0.523
H9 -3.229 5.202 0.046  0.415
H10 -3.600 4.038 1.391  0.412
H11 0.832 4.108 2.484  0.289
C10 -0.722 -2.114 1.444  -0.920
C11 0.075 -2.859 0.378  0.133
C12 -0.683 -4.032 -0.242  -0.895
C13 -1.062 -5.144 0.738  -0.913
C14 0.117 -5.763 1.486  0.312
C15 1.129 -6.447 0.571  -1.202
H12 -0.965 -2.765 2.287  0.413
H13 -0.150 -1.272 1.834  0.020
H14 -1.654 -1.722 1.032  0.274
H15 1.022 -3.204 0.805  0.109
H16 0.338 -2.159 -0.417  0.171
H17 -0.084 -4.450 -1.055  0.346
H18 -1.599 -3.655 -0.709  0.391
H19 -1.588 -5.931 0.188  0.407
H20 -1.779 -4.759 1.468  0.307
H21 -0.270 -6.502 2.194  0.468
H22 0.624 -5.004 2.087  -0.330
H23 0.654 -7.241 -0.009  0.337
H24 1.934 -6.897 1.155  0.339
H25 1.585 -5.743 -0.126  0.269
C16 4.313 -5.225 3.075  -1.291
C17 3.121 -5.556 3.968  0.186
C18 3.433 -5.468 5.460  -0.925
C19 4.503 -6.443 5.953  -0.775
C20 4.200 -7.917 5.687  -0.359
C21 2.939 -8.415 6.387  -1.182
H26 5.137 -5.924 3.225  0.337
H27 4.031 -5.272 2.022  0.370
H28 4.682 -4.217 3.278  0.310
H29 2.742 -6.551 3.717  0.198
H30 2.311 -4.858 3.742  0.122
H31 2.509 -5.624 6.024  0.330
H32 3.758 -4.449 5.695  0.408
H33 4.637 -6.297 7.030  0.398
H34 5.465 -6.192 5.496  0.314
H35 5.051 -8.511 6.030  0.367
H36 4.118 -8.099 4.612  0.249
H37 3.017 -8.282 7.468  0.300
H38 2.783 -9.477 6.192  0.372
H39 2.050 -7.885 6.043  0.274
C22 -2.615 5.853 -4.344  -1.115
C23 -3.877 5.036 -4.097  0.135
C24 -4.145 3.992 -5.179  -0.748
C25 -4.382 4.562 -6.579  -0.759
C26 -5.536 5.558 -6.682  -0.357
C27 -6.893 4.955 -6.327  -1.190
H40 -2.676 6.430 -5.268  0.351
H41 -2.447 6.560 -3.529  0.396
H42 -1.743 5.198 -4.408  0.099
H43 -4.735 5.707 -3.993  0.280
H44 -3.776 4.522 -3.137  -0.082
H45 -5.005 3.387 -4.881  0.332
H46 -3.296 3.303 -5.224  0.377
H47 -4.569 3.729 -7.264  0.380
H48 -3.467 5.043 -6.937  0.303
H49 -5.576 5.934 -7.707  0.384
H50 -5.345 6.427 -6.046  0.231
H51 -7.124 4.110 -6.979  0.295
H52 -7.686 5.694 -6.445  0.378
H53 -6.922 4.605 -5.294  0.279

=====

No. 10
# C6H7FO

The molecule C6H7FO (ωB97M-V/def2-TZVPD, the OMol25 dataset).

Results
HOMO energy: -9.16 eV
Frontier orbital gap: 0.3577 Eh
2S+1: 1
Structure (SMILES): OCC1(F)C=CC=C1
Net charge: 0

Last column: natural (NBO) charge in e.
Atoms and positions in Å:
O1 -2.164 0.328 1.435  -0.693
C1 -1.119 0.939 0.808  -0.066
C2 0.076 -0.006 0.507  0.251
F1 0.419 -0.562 1.698  -0.359
C3 1.264 0.677 -0.115  -0.245
C4 1.471 0.025 -1.265  -0.172
C5 0.565 -1.153 -1.458  -0.229
C6 -0.202 -1.150 -0.411  -0.186
H1 -1.724 -0.387 2.019  0.477
H2 -0.740 1.841 1.306  0.162
H3 -1.379 1.298 -0.165  0.179
H4 1.767 1.578 0.146  0.227
H5 2.260 0.192 -1.954  0.205
H6 0.471 -1.704 -2.416  0.228
H7 -0.964 -1.917 -0.136  0.221

=====

no.,strongest force on any atom (eV/Å),DFT total energy (a.u.)
1,3.14,-1322.8769
2,0.72,-4364.9621
3,6.06,-655.5291
4,4.99,-78.3167
5,5.06,-641.6944
6,0.51,-209.1377
7,3.06,-669.8892
8,1.56,-539.3473
9,1.50,-5487.3834
10,3.54,-407.8603